Record 1
81
Properties=species:S:1:pos:R:3:forces:R:3:mulliken_charge:R:1 method="wB97M-V/def2-TZVPD" charge=0 fmax_ev_per_a=1.38 homo_energy_ev=-9.1 multiplicity=1 de_lowest_kj_mol=0.00
C 3.11979 -1.59070 1.60363 -0.2 -0.3 0.5 -0.3226
O 4.32330 -1.09028 2.15714 0.0 0.2 -0.2 -0.5965
H 3.16422 -2.68223 1.61501 0.0 0.0 -0.1 0.2993
H 2.26980 -1.30224 2.23423 -0.1 0.0 -0.1 0.1406
H 2.92372 -1.27219 0.57611 0.2 0.1 0.0 0.1020
H 4.10442 -0.28033 2.65088 0.1 -0.2 -0.1 0.4414
C -0.53340 2.22395 -2.43472 -0.4 -0.1 0.2 -0.1542
O 0.05857 3.49798 -2.14325 0.1 0.0 0.1 -0.5750
H 0.24185 1.45731 -2.44675 0.0 0.0 -0.4 -0.0448
H -1.24419 1.93520 -1.65556 0.2 0.3 0.2 0.0023
H -1.13426 2.27677 -3.34327 0.3 -0.2 -0.2 0.4518
H 0.00460 4.04590 -2.92874 -0.1 0.0 0.0 0.3078
C -1.11383 -3.81518 -0.30074 0.4 -1.0 -0.4 -0.7092
O -0.32044 -3.44508 -1.45408 -0.2 0.0 0.1 -0.8559
H -1.20302 -4.90381 -0.29039 -0.2 0.0 0.1 0.4836
H -0.54996 -3.54298 0.58677 -0.2 0.3 0.0 0.1938
H -2.10722 -3.37763 -0.34274 0.1 0.2 0.2 0.1355
H -0.42963 -4.09611 -2.15191 -0.3 0.0 0.1 0.3617
C -1.60425 -3.11420 3.70745 0.5 0.4 0.1 -0.5830
O -2.56768 -2.56734 2.83590 0.0 -0.2 -0.2 -0.5172
H -1.66245 -2.64467 4.69620 -0.2 -0.2 0.1 0.2680
H -1.72461 -4.19601 3.78132 -0.1 0.0 0.1 0.2804
H -0.57578 -2.91343 3.38019 -0.1 -0.1 -0.2 0.1357
H -2.10754 -1.98296 2.21284 -0.1 0.1 0.1 0.5884
C 2.80312 -2.86283 -3.08813 0.4 -0.7 0.0 -0.4136
O 2.45394 -3.30080 -1.77836 -0.4 0.0 -0.5 -0.4649
H 1.97849 -2.99027 -3.79561 -0.1 0.4 0.1 0.1431
H 3.17850 -1.84043 -3.06783 -0.2 0.1 -0.1 0.1458
H 3.58729 -3.51644 -3.48753 0.1 0.1 0.2 0.2796
H 1.49265 -3.44436 -1.79022 0.4 0.2 0.5 0.4258
C -0.25453 -0.19767 0.71628 0.2 -0.8 -0.9 0.0095
O -1.17422 -0.71337 1.34979 0.0 0.2 0.1 -0.7614
N 0.22417 1.03894 1.02637 -0.7 0.6 1.0 0.0217
N 0.32240 -0.77376 -0.36431 0.3 0.5 0.0 1.1324
H -0.33129 1.51983 1.72030 0.2 0.1 0.1 0.0332
H 1.01064 1.53473 0.65115 0.0 -0.5 -0.7 0.0703
H 1.14071 -0.30784 -0.73019 0.1 -0.2 -0.3 0.0248
H 0.15604 -1.72624 -0.63960 -0.1 0.1 0.2 -0.3617
C 3.35456 1.67148 -1.19547 0.6 0.0 0.2 0.5969
O 2.56358 0.75818 -1.40526 0.0 0.0 0.0 -0.6887
N 3.00174 2.97481 -1.38932 -0.2 -0.5 0.1 -0.3865
N 4.63105 1.46149 -0.75298 -0.5 0.2 -0.3 -0.3963
H 2.07600 3.10316 -1.77376 -0.1 0.4 0.1 0.2153
H 3.64400 3.73543 -1.28788 0.0 0.1 -0.1 0.1456
H 4.95240 0.52578 -0.58391 -0.1 0.0 0.2 0.2441
H 5.21631 2.24655 -0.54445 0.2 -0.1 0.1 0.1548
C 3.48519 2.32236 3.23837 -0.5 0.1 0.5 0.6593
O 3.69360 1.17319 3.59347 0.2 0.2 0.0 -0.7547
N 4.29055 3.37539 3.57950 -0.5 -0.3 -0.7 -0.4093
N 2.34899 2.67099 2.54981 0.3 -0.2 0.1 -0.1239
H 3.96051 4.28310 3.31652 0.4 0.3 0.3 0.1593
H 5.07352 3.22055 4.18377 0.1 0.1 0.0 0.2486
H 2.18582 3.58258 2.16668 0.0 0.0 0.0 0.1479
H 1.65178 1.95350 2.42002 0.1 0.0 0.1 0.1391
C -1.33562 -1.63231 -4.06987 0.3 -0.8 0.0 -0.4455
C -1.82095 -0.87579 -5.29047 -0.6 -0.1 0.5 -0.4569
O -3.05998 -0.21274 -5.02760 0.1 0.5 0.0 -0.5095
H -0.46536 -2.26627 -4.27429 0.1 0.3 -0.3 0.1790
H -2.08781 -2.37449 -3.77785 -0.2 0.3 0.2 0.2739
H -1.06626 -1.01841 -3.21203 -0.2 0.2 0.0 0.0726
H -1.98625 -1.56283 -6.12488 0.4 0.0 -0.1 0.3175
H -1.13679 -0.07639 -5.56561 0.1 -0.1 -0.2 0.2939
H -3.71529 -0.83716 -4.70648 0.1 -0.2 0.0 0.2731
C -2.78974 3.44482 4.44503 -0.6 0.6 -0.6 -1.0043
C -2.03038 3.52025 3.12405 0.3 -1.0 0.3 -0.1998
O -0.73790 2.89434 3.29530 0.1 0.5 -0.4 -0.5152
H -2.15000 3.74514 5.27267 0.1 -0.2 0.1 0.2722
H -3.20777 2.45118 4.58064 0.2 -0.1 0.3 0.2733
H -3.63200 4.14605 4.43682 0.0 -0.1 0.0 0.3629
H -1.99150 4.53007 2.71026 0.4 0.0 0.1 0.3262
H -2.46657 2.87122 2.36238 -0.4 0.2 0.1 0.1617
H -0.13482 3.49109 3.74968 -0.1 0.0 0.1 0.2691
C -4.24112 -0.36586 0.05025 0.6 0.1 -0.8 -1.0186
C -4.01645 -1.08644 -1.27196 -0.2 -0.6 1.0 0.6891
O -5.16347 -1.93088 -1.49911 0.4 0.4 -0.5 -0.5647
H -4.37522 -1.08797 0.85156 -0.2 0.0 0.0 0.2804
H -5.07992 0.32126 -0.04759 -0.1 -0.1 0.2 0.4087
H -3.32612 0.19353 0.26062 -0.1 0.1 0.2 0.0634
H -3.13200 -1.72571 -1.15742 0.0 0.1 -0.2 -0.3658
H -3.82970 -0.39398 -2.09725 -0.2 0.0 0.0 0.1986
H -5.07058 -2.25949 -2.39961 -0.2 -0.2 0.1 0.2944


Record 2
46
Properties=species:S:1:pos:R:3:forces:R:3:lowdin_spin:R:1 method="wB97M-V/def2-TZVPD" charge=0 fmax_ev_per_a=0.22 homo_energy_ev="-8.0 / -8.2" multiplicity=5 de_lowest_kj_mol=3.53
Mn 0.76043 0.19734 0.40575 -0.1 -0.2 0.1 3.9027
O -0.48385 1.53065 0.08396 0.0 0.0 0.0 0.0428
C -1.34250 2.00960 0.98277 0.0 0.0 0.0 0.0094
C -1.68417 3.36757 0.90911 0.0 0.0 0.0 0.0001
C -2.57758 3.92861 1.79752 0.0 0.0 0.0 0.0005
C -3.18080 3.15244 2.78581 0.0 0.0 0.0 0.0004
C -2.88746 1.80728 2.84636 0.0 0.0 0.0 0.0009
C -1.96968 1.21601 1.97202 0.0 0.0 0.0 0.0035
C -1.82535 -0.23113 1.96969 0.0 0.0 0.0 0.0145
N -0.81695 -0.79859 1.43811 0.1 0.0 -0.1 0.0596
N -0.89900 -2.15566 1.15947 0.0 0.0 0.0 0.0108
C -0.31205 -2.36077 0.01052 0.0 0.0 0.0 0.0059
O 0.26110 -1.43011 -0.69738 0.0 0.0 0.0 0.0591
C -0.29621 -3.74547 -0.53265 0.0 0.0 0.0 0.0005
C -0.84523 -4.80445 0.18678 0.0 0.0 0.0 0.0001
C -0.80887 -6.08719 -0.33276 0.0 0.0 0.0 0.0001
C -0.22874 -6.32304 -1.57340 0.0 0.0 0.0 -0.0001
C 0.31654 -5.27017 -2.29297 0.0 0.0 0.0 0.0001
C 0.28393 -3.98392 -1.77367 0.0 0.0 0.0 0.0002
H -1.22771 3.95894 0.12548 0.0 0.0 0.0 0.0002
H -2.81620 4.98180 1.71839 0.0 0.0 0.0 0.0000
H -3.88392 3.59290 3.47902 0.0 0.0 0.0 0.0001
H -3.37669 1.17731 3.58051 0.0 0.0 0.0 0.0002
H -2.65336 -0.84704 2.32215 0.0 0.0 0.0 0.0029
H -1.29610 -4.60562 1.14913 0.0 0.0 0.0 0.0001
H -1.23547 -6.90827 0.22897 0.0 0.0 0.0 0.0000
H -0.20384 -7.32682 -1.97811 0.0 0.0 0.0 0.0000
H 0.76671 -5.44991 -3.26075 0.0 0.0 0.0 0.0000
H 0.70188 -3.15219 -2.32364 0.0 0.0 0.0 0.0000
Br 2.67052 -1.45746 0.90791 0.0 0.0 0.0 -0.0115
C 3.63620 -0.32380 2.08634 0.0 0.0 0.0 -0.0059
C 4.71873 -0.79714 2.75708 0.0 0.0 0.0 0.0076
C 5.42795 0.09346 3.59216 0.0 0.0 0.0 -0.0046
C 5.03333 1.39524 3.69021 0.0 0.0 0.0 0.0048
C 3.90978 1.88281 2.97645 0.0 0.0 0.0 -0.0051
C 3.52351 3.24216 3.04911 0.0 0.0 0.0 0.0272
C 2.45861 3.68584 2.32569 0.0 0.0 0.0 -0.0069
C 1.70757 2.79322 1.52664 0.0 0.0 0.0 0.0186
C 2.00537 1.45632 1.43965 0.1 0.1 0.0 -0.1259
C 3.15832 1.00285 2.15667 0.0 -0.1 0.0 -0.0122
H 5.03205 -1.82639 2.65111 0.0 0.0 0.0 0.0002
H 6.28832 -0.26535 4.14041 0.0 0.0 0.0 -0.0005
H 5.58172 2.08669 4.31831 0.0 0.0 0.0 -0.0001
H 4.09490 3.91636 3.67549 0.0 0.0 0.0 0.0014
H 2.16827 4.72823 2.36317 0.0 0.0 0.0 -0.0013
H 0.87248 3.19837 0.97651 0.0 0.0 0.0 -0.0004


Record 3
114
Properties=species:S:1:pos:R:3:forces:R:3:lowdin_spin:R:1 method="wB97M-V/def2-TZVPD" charge=0 fmax_ev_per_a=1.02 homo_energy_ev="-5.4 / -7.9" multiplicity=5
Pt 0.00449 -0.47231 0.77788 -0.9 -0.1 -0.4 1.0572
C -3.38131 -1.03660 1.97932 0.3 0.0 -0.3 0.0230
Si -2.32195 -1.10234 0.38490 -0.2 -0.5 0.5 0.1672
C -2.17483 -2.95403 -0.07260 0.1 0.4 0.0 0.0207
C -3.27906 -3.80997 -0.06113 -0.1 -0.1 0.1 0.0035
C -3.20642 -5.09426 -0.57378 -0.1 0.1 0.0 0.0019
C -2.01764 -5.55069 -1.13109 0.1 0.0 0.0 -0.0006
C -0.89780 -4.74070 -1.10274 0.0 0.0 -0.1 0.0007
C -0.96921 -3.45468 -0.56005 0.0 -0.1 0.0 -0.0006
P 0.57375 -2.49509 -0.35371 -0.3 0.1 0.4 0.1335
C 1.14517 -2.14061 -2.04034 0.0 0.2 0.0 0.0341
C 2.46382 -1.73642 -2.25352 0.0 0.0 0.0 0.0142
C 2.90458 -1.43780 -3.53172 0.0 0.0 0.0 -0.0004
C 2.02006 -1.48207 -4.60059 0.0 0.0 0.0 0.0124
C 0.69546 -1.83293 -4.38704 0.0 0.0 -0.1 -0.0003
C 0.25689 -2.16698 -3.11460 0.0 0.0 0.1 0.0155
C 1.63337 -3.86240 0.24310 0.1 0.1 0.1 0.0236
C 1.22623 -4.43707 1.45038 0.0 0.1 -0.1 0.0085
C 1.89543 -5.53188 1.96384 0.0 0.0 0.1 -0.0006
C 2.98967 -6.05971 1.28944 0.0 0.0 0.0 0.0089
C 3.41129 -5.48016 0.10344 0.1 0.0 0.0 0.0000
C 2.73859 -4.38367 -0.42034 -0.1 0.1 0.0 0.0112
C -3.53698 -0.46965 -0.97476 0.3 0.3 0.1 0.0420
C -4.12097 -1.29122 -1.94112 0.1 0.0 0.0 0.0138
C -5.05121 -0.79357 -2.84231 0.0 0.0 -0.1 0.0009
C -5.41474 0.54408 -2.80950 0.0 0.0 -0.1 0.0105
C -4.83106 1.39263 -1.88187 0.0 0.0 0.0 -0.0011
C -3.89190 0.89604 -0.98319 0.1 -0.3 0.0 0.0099
P -2.98675 1.92067 0.22581 -0.3 0.5 -0.4 0.0241
C -1.57701 2.51708 -0.83973 -0.4 -0.1 0.7 0.0242
C -1.58564 2.33791 -2.28962 0.2 0.1 -0.2 0.0055
C -0.82919 3.09872 -3.09780 -0.2 -0.3 0.0 0.0004
C -0.11245 4.24675 -2.60161 0.0 0.2 0.3 0.0040
C -0.11954 4.57946 -1.30065 0.1 0.2 -0.2 0.0031
C -0.72309 3.70442 -0.30027 -0.2 -0.6 0.0 0.0329
C -4.06557 3.40387 0.30099 0.0 -0.2 0.1 0.0066
C -3.97136 4.54615 -0.48854 0.0 -0.1 0.0 0.0028
C -4.87475 5.58600 -0.31612 0.1 0.1 -0.1 0.0013
C -5.87455 5.49716 0.64106 0.0 0.0 0.0 0.0009
C -5.97563 4.36203 1.43343 0.0 0.0 0.0 0.0011
C -5.07060 3.32613 1.26663 0.0 0.0 -0.1 0.0011
H -4.37769 -1.45087 1.80398 0.0 0.0 0.0 0.0044
H -3.50088 -0.00424 2.30399 0.0 0.0 0.1 0.0004
H -2.90929 -1.59214 2.79200 0.1 0.0 0.0 -0.0002
H -4.21589 -3.46086 0.36000 0.0 0.0 0.0 0.0006
H -4.07742 -5.73796 -0.55625 0.0 0.0 0.0 0.0003
H -1.96259 -6.53859 -1.57041 0.0 0.0 0.0 -0.0001
H 0.04142 -5.10663 -1.50136 0.0 0.0 0.0 0.0002
H 3.14178 -1.64605 -1.41133 0.0 0.0 0.0 0.0012
H 3.93816 -1.15741 -3.69328 0.0 0.0 0.0 -0.0003
H 2.35945 -1.22860 -5.59674 0.0 0.0 0.0 0.0008
H 0.00003 -1.84847 -5.21676 0.0 0.0 0.0 -0.0002
H -0.77564 -2.44847 -2.94794 0.0 0.0 0.0 0.0009
H 0.38102 -4.01026 1.98171 0.0 0.0 0.1 0.0002
H 1.56204 -5.98005 2.89101 0.0 0.0 0.0 -0.0002
H 3.50823 -6.92220 1.68774 0.0 0.0 0.0 0.0006
H 4.26452 -5.88792 -0.42412 0.0 0.0 0.0 -0.0001
H 3.06709 -3.95538 -1.35672 0.0 0.0 0.0 0.0009
H -3.85798 -2.34019 -1.97824 0.0 0.0 -0.1 0.0009
H -5.49926 -1.45606 -3.57318 0.0 0.0 0.0 -0.0001
H -6.14294 0.92753 -3.51325 0.0 0.0 0.0 0.0007
H -5.10339 2.44099 -1.86841 0.0 0.0 0.0 -0.0003
H -2.24918 1.58716 -2.69660 0.0 0.0 0.0 0.0007
H -0.84253 2.92048 -4.16548 0.0 0.0 0.0 -0.0001
H 0.37297 4.89973 -3.31583 0.0 0.0 0.0 0.0003
H 0.29148 5.52169 -0.95557 0.1 0.0 0.0 0.0004
H -1.23617 5.31844 0.95673 -0.1 0.0 -0.1 0.0044
H -3.20017 4.61756 -1.24899 0.0 0.0 0.0 0.0004
H -4.80001 6.47035 -0.93734 0.0 0.0 0.0 0.0001
H -6.57391 6.31345 0.76780 0.0 0.0 0.0 0.0000
H -6.75326 4.29139 2.18295 0.0 0.0 0.0 0.0000
H -5.13766 2.43591 1.88320 0.0 0.0 0.0 0.0001
N -0.37978 1.97155 3.38905 -0.1 0.2 -0.1 0.0299
C -0.36783 0.63233 3.73005 0.0 -0.8 0.0 0.0143
N -0.55342 0.20426 4.96661 0.0 0.5 0.0 0.0104
N -0.49699 -1.13158 4.88310 0.0 -0.1 -0.1 0.0125
N -0.28999 -1.49851 3.66245 0.1 -0.2 0.2 0.0071
N -0.19033 -0.40145 2.90265 0.0 0.1 -0.4 0.1375
C -0.49519 2.48658 2.13233 0.3 -0.8 -0.6 0.0508
N -0.83065 3.79948 2.12274 -0.1 0.7 0.2 0.3988
N -1.05752 4.32783 0.93576 0.2 -0.2 0.3 0.3057
N -0.25199 2.33091 -0.18117 0.4 0.5 -0.7 0.0361
N -0.27089 1.74256 1.08106 0.2 0.0 0.6 0.2107
H -0.59324 2.60480 4.14300 -0.1 0.0 0.0 -0.0012
C 2.98610 3.33679 0.05600 0.0 0.0 0.0 0.0092
C 3.61958 2.34889 -0.93593 -0.3 -0.1 0.2 0.0154
C 2.58366 1.80155 -1.92104 0.1 0.0 0.0 0.0100
C 4.34527 1.25856 -0.18387 0.1 0.1 -0.2 0.1568
C 5.68718 1.07084 -0.39627 0.0 0.0 -0.1 -0.0020
C 6.44115 0.21045 0.40439 0.0 0.0 0.0 0.2259
C 5.84849 -0.41764 1.49992 0.0 -0.1 0.0 -0.0047
C 4.50394 -0.30826 1.76248 0.1 -0.1 0.2 0.1597
C 3.96976 -0.89026 3.05042 -0.4 0.1 -0.1 0.0162
C 3.26218 0.19645 3.87696 0.1 -0.1 -0.1 0.0094
C 3.06484 -2.09553 2.80256 0.2 0.0 0.0 0.0137
C 3.65680 0.45109 0.83068 0.0 0.3 0.2 0.0884
O 2.40718 0.48558 0.91823 0.8 -0.1 0.1 0.3366
H 2.54562 4.17752 -0.48268 0.0 0.0 0.0 0.0008
H 3.73295 3.72362 0.75271 0.0 0.0 0.0 0.0005
H 2.20145 2.84536 0.62825 0.0 0.0 0.0 0.0003
H 4.37041 2.89483 -1.51530 0.1 -0.1 0.1 -0.0002
H 1.84973 1.18027 -1.41537 -0.1 0.0 0.0 0.0032
H 3.07241 1.21647 -2.69795 0.0 -0.1 -0.1 0.0000
H 2.05422 2.62905 -2.39114 0.0 0.0 0.0 0.0010
H 6.18168 1.63527 -1.17855 0.0 0.0 0.0 -0.0041
H 7.50117 0.09086 0.22209 0.0 0.0 0.0 0.0130
H 6.47254 -0.98280 2.18192 0.0 0.0 0.0 -0.0043
H 4.83356 -1.24185 3.62212 0.0 0.1 0.0 -0.0001
H 2.42000 0.59796 3.31900 -0.1 0.0 0.0 0.0004
H 3.95420 1.00996 4.10629 -0.1 0.0 0.0 0.0004
H 2.88586 -0.21975 4.81223 0.0 0.0 0.0 0.0008
H 2.20853 -1.81714 2.19763 -0.1 0.0 -0.1 0.0050
H 2.69030 -2.48895 3.74767 0.0 0.0 0.0 0.0013
H 3.61711 -2.88255 2.28574 0.0 -0.1 0.0 0.0001